# 1
86
Properties=species:S:1:pos:R:3:lowdin_charge:R:1 method="wB97M-V/def2-TZVPD" orbital_gap_ev=4.43 relative_energy_kcal_mol=0.0 e_homo_ha=-0.357 total_charge=+1
Li 3.712 -1.122 1.371 0.828
Li 2.864 -2.951 -2.290 0.792
C -0.358 0.409 -2.076 -0.133
C -0.110 0.238 -0.622 -0.492
O 0.519 -0.996 -0.243 -0.419
H 0.368 -0.097 -2.713 0.050
H -0.327 1.449 -2.400 0.067
H -1.330 -0.039 -2.285 0.067
H -1.016 0.440 -0.050 0.095
H 0.609 1.012 -0.356 0.071
C -0.685 6.224 5.688 -0.079
C 0.406 5.803 4.787 -0.553
C 0.078 4.349 4.462 -0.068
O 0.370 6.588 3.671 -0.019
H -1.692 6.081 5.294 0.093
H -0.610 7.151 6.257 0.086
H -0.623 5.555 6.546 0.079
H 1.363 5.959 5.286 0.141
H -0.902 4.282 3.989 0.081
H 0.014 3.709 5.342 0.079
H 0.628 3.858 3.659 0.067
H 1.095 6.283 3.120 0.093
C 4.222 3.086 -5.752 -0.057
C 5.379 2.285 -5.102 -0.465
C 6.724 3.046 -5.360 -0.053
O 5.205 2.105 -3.674 -0.069
H 4.272 3.070 -6.841 0.079
H 4.176 4.134 -5.455 0.080
H 3.274 2.574 -5.590 0.070
H 5.472 1.319 -5.597 0.120
H 6.518 4.074 -5.062 0.081
H 6.914 2.886 -6.421 0.077
H 7.581 2.576 -4.878 0.071
H 5.788 1.359 -3.518 0.068
C -5.773 -4.429 0.621 -0.037
C -4.928 -3.205 0.212 -0.474
C -5.776 -1.958 -0.195 -0.064
O -4.242 -2.665 1.305 -0.081
H -6.107 -4.948 -0.277 0.074
H -6.594 -3.961 1.165 0.081
H -5.221 -5.213 1.139 0.075
H -4.107 -3.381 -0.483 0.130
H -6.303 -1.978 -1.149 0.066
H -5.072 -1.159 -0.426 0.066
H -6.514 -1.576 0.510 0.081
H -3.356 -2.378 1.073 0.087
C -4.872 -0.186 5.686 -0.257
C -3.435 -0.079 6.083 -0.301
O -3.166 -1.024 7.036 -0.028
O -5.363 -1.458 5.238 -0.063
H -5.051 0.562 4.913 0.113
H -5.612 -0.032 6.471 0.126
H -3.363 0.920 6.513 0.126
H -2.851 -0.082 5.163 0.118
H -3.183 -1.863 6.570 0.091
H -4.749 -1.728 4.551 0.071
C 1.568 8.312 -1.779 -0.184
C 1.215 6.819 -1.710 -0.251
O 2.161 6.189 -0.873 -0.085
O 0.963 8.981 -0.621 -0.083
H 0.997 8.708 -2.619 0.112
H 2.636 8.526 -1.833 0.119
H 1.317 6.314 -2.670 0.114
H 0.237 6.570 -1.299 0.121
H 2.288 5.296 -1.199 0.077
H 0.781 8.268 -0.003 0.060
C 0.977 -7.203 2.176 -0.175
C 0.632 -8.623 1.838 -0.253
O 0.783 -8.831 0.429 -0.086
O -0.094 -6.223 1.703 -0.087
H 1.906 -7.053 1.627 0.109
H 1.081 -7.106 3.257 0.115
H -0.365 -8.924 2.158 0.125
H 1.384 -9.268 2.292 0.118
H 0.677 -9.717 0.074 0.084
H 0.328 -5.499 1.234 0.054
C 1.321 -5.788 -4.453 -0.167
C 1.273 -4.520 -5.359 -0.206
O 2.423 -3.683 -5.215 -0.090
O 1.503 -5.455 -3.016 -0.123
H 1.975 -6.629 -4.683 0.119
H 0.334 -6.244 -4.382 0.120
H 0.375 -3.984 -5.051 0.119
H 1.118 -4.768 -6.409 0.126
H 2.509 -3.019 -5.903 0.091
H 1.436 -6.327 -2.619 0.076

=====

# 2
88
Properties=species:S:1:pos:R:3:lowdin_charge:R:1 method="wB97M-V/def2-TZVPD" orbital_gap_ev=2.68 e_homo_ha=-0.493 total_charge=+2
Tl 1.930 -2.733 3.197 1.239
C -0.860 -0.310 1.070 -0.118
C 0.667 -0.589 1.179 -0.221
O 1.052 -1.566 2.127 -0.463
H -1.428 -1.223 1.251 0.056
H -1.001 0.206 0.121 0.008
H -1.385 0.216 1.867 0.126
H 1.129 0.375 1.391 0.053
H 0.996 -0.759 0.154 0.087
C -1.212 -2.078 -0.960 -0.064
C -2.230 -2.500 0.097 -0.292
C -3.426 -3.288 -0.455 -0.160
O -4.615 -3.150 0.312 -0.164
C -5.442 -4.248 0.062 -0.116
N -1.522 -3.128 1.169 0.027
H -0.584 -1.238 -0.663 0.028
H -1.829 -1.710 -1.780 0.076
H -0.668 -2.908 -1.411 0.107
H -2.641 -1.569 0.489 0.146
H -3.175 -4.348 -0.408 0.127
H -3.642 -3.022 -1.490 0.134
H -5.081 -5.037 0.722 0.094
H -5.574 -4.645 -0.945 0.099
H -6.418 -3.952 0.447 0.099
H -0.936 -2.439 1.618 0.084
H -0.947 -3.911 0.893 0.196
C -0.131 -1.521 -3.500 -0.026
C 1.167 -0.664 -3.248 -0.390
C 1.656 -0.820 -1.796 -0.076
O 2.430 0.292 -1.264 -0.221
C 1.793 1.533 -1.359 -0.099
N 2.130 -0.741 -4.326 0.068
H -1.041 -1.035 -3.149 0.056
H -0.125 -2.433 -2.904 0.054
H -0.267 -1.778 -4.550 0.098
H 0.803 0.360 -3.329 0.099
H 2.342 -1.634 -1.562 0.166
H 0.764 -0.933 -1.179 0.058
H 2.168 2.367 -0.766 0.054
H 0.798 1.419 -0.929 0.097
H 1.648 1.919 -2.368 0.161
H 2.433 -1.705 -4.339 0.085
H 1.451 -0.778 -5.073 0.074
C 1.865 5.580 -0.517 -0.038
C 2.220 4.769 0.712 -0.349
C 1.660 3.306 0.802 -0.112
O 0.204 3.357 0.767 -0.021
C -0.472 2.135 0.992 -0.129
N 3.661 4.674 0.832 0.070
H 0.781 5.699 -0.528 0.085
H 2.259 5.234 -1.472 0.090
H 2.305 6.575 -0.446 0.096
H 1.889 5.430 1.513 0.158
H 2.025 3.017 1.788 0.169
H 2.124 2.720 0.008 0.046
H -0.528 1.884 2.052 0.138
H 0.163 1.307 0.677 0.028
H -1.471 2.083 0.559 0.054
H 4.170 5.542 0.917 0.106
H 4.063 4.141 0.074 0.081
C -1.412 2.109 -2.266 -0.189
C -1.429 1.250 -1.025 -0.299
O -2.569 1.533 -0.178 -0.024
O -0.840 3.357 -2.017 -0.026
H -2.388 2.419 -2.639 0.142
H -0.927 1.557 -3.072 0.120
H -0.502 1.264 -0.451 0.028
H -1.534 0.195 -1.275 0.103
H -3.265 1.370 -0.819 0.138
H -1.425 3.832 -1.422 0.107
C -1.223 -3.320 3.405 -0.162
C -0.674 -2.119 4.150 -0.249
O 0.412 -2.410 4.998 -0.142
O -0.392 -3.690 2.332 -0.202
H -2.108 -3.102 2.808 0.143
H -1.285 -4.181 4.071 0.148
H -1.556 -1.761 4.679 0.149
H -0.363 -1.325 3.471 0.093
H 0.154 -2.533 5.914 0.136
H -0.915 -3.797 1.534 -0.253
C 3.562 1.004 1.101 -0.645
O 3.886 0.485 2.132 0.164
N 4.023 0.804 -0.081 0.251
N 2.354 1.432 0.919 0.117
H 4.889 0.285 -0.076 0.175
H 3.742 1.257 -0.939 0.141
H 2.038 1.154 0.001 0.020
H 1.653 1.180 1.600 0.100

=====

# 3
100
Properties=species:S:1:pos:R:3:lowdin_spin:R:1 method="wB97M-V/def2-TZVPD" s2=6.0114 orbital_gap_ev="8.23 / 4.01" e_homo_ha="-0.416 / -0.416" total_charge=+1 spin_multiplicity=5
Co 0.640 1.357 -1.999 2.773
O 1.055 -0.724 -1.236 0.090
C 0.209 -0.718 -0.110 0.008
C -0.033 0.628 0.668 0.004
O -0.393 1.735 -0.130 0.044
H 0.549 -1.576 0.470 0.002
H -0.769 -1.111 -0.387 0.003
H 0.893 0.712 1.237 0.001
H -0.775 0.381 1.427 0.001
C 1.331 0.175 -4.910 0.003
O 1.734 0.934 -3.748 0.024
C 3.170 0.779 -3.499 0.000
C 3.567 1.997 -2.578 0.003
N 2.747 1.798 -1.419 0.046
C 2.996 2.781 -0.330 0.004
C 2.246 4.113 -0.401 0.001
O 2.473 4.844 -1.648 0.001
C 3.798 5.363 -1.809 0.000
H 0.344 0.570 -5.147 0.000
H 1.231 -0.905 -4.796 0.000
H 1.914 0.400 -5.803 0.001
H 3.745 0.756 -4.425 0.000
H 3.259 -0.199 -3.025 0.000
H 3.375 2.841 -3.239 0.000
H 4.623 1.943 -2.312 0.002
H 3.045 0.951 -0.957 0.000
H 4.069 2.841 -0.145 0.002
H 2.638 2.318 0.589 0.000
H 2.437 4.729 0.478 0.000
H 1.180 3.895 -0.349 0.001
H 4.575 4.718 -1.400 0.000
H 3.811 6.388 -1.440 0.000
H 4.109 5.415 -2.852 0.000
C -3.415 -1.716 2.305 0.001
O -3.261 -3.112 2.379 0.001
C -2.007 -3.634 2.000 0.059
C -2.230 -4.524 0.685 0.065
N -3.437 -4.104 -0.039 0.663
C -3.126 -3.052 -0.997 0.083
C -4.430 -2.310 -1.415 0.002
O -5.078 -1.920 -0.162 0.003
C -6.270 -1.249 -0.237 0.000
H -3.177 -1.408 1.287 0.000
H -2.558 -1.331 2.858 0.000
H -4.361 -1.262 2.600 0.000
H -1.709 -4.271 2.832 0.002
H -1.306 -2.808 1.884 0.006
H -2.478 -5.538 0.998 0.022
H -1.324 -4.510 0.079 0.000
H -4.007 -3.679 0.678 0.024
H -2.712 -3.572 -1.861 0.017
H -2.381 -2.336 -0.651 0.035
H -5.003 -2.985 -2.051 0.001
H -4.167 -1.491 -2.084 0.000
H -7.185 -1.769 -0.522 0.000
H -6.105 -0.409 -0.911 0.000
H -6.416 -0.692 0.689 0.000
C -0.853 3.749 2.881 0.000
O -1.069 4.452 3.854 0.000
N -1.719 2.938 2.437 0.000
N 0.239 3.689 2.295 0.000
H -1.339 2.509 1.605 0.000
H -2.396 2.531 3.066 0.000
H 0.375 3.306 1.370 0.000
H 0.936 4.290 2.710 0.000
C 0.134 -3.554 -3.265 0.000
O 0.150 -4.194 -4.261 0.000
N -0.696 -2.591 -3.130 0.000
N 0.910 -3.794 -2.244 0.001
H -0.416 -1.893 -2.456 0.000
H -1.223 -2.403 -3.971 0.000
H 1.365 -4.692 -2.158 0.000
H 0.893 -3.010 -1.607 0.000
C -3.831 2.347 -0.520 0.000
O -4.947 2.782 -0.658 0.000
N -3.500 1.117 -0.308 0.000
N -2.778 3.088 -0.760 0.001
H -2.544 0.905 -0.059 0.000
H -4.227 0.421 -0.217 0.000
H -2.837 4.064 -1.011 0.000
H -1.889 2.680 -0.507 0.000
C 1.355 -3.006 3.606 0.000
O 0.869 -4.111 3.561 0.001
N 2.204 -2.581 2.662 0.000
N 1.198 -2.212 4.613 0.000
H 2.401 -1.593 2.589 0.000
H 2.541 -3.279 2.014 0.000
H 1.495 -1.254 4.495 0.000
H 0.536 -2.465 5.332 0.000
C 3.552 1.308 2.966 0.000
O 3.642 0.164 2.628 0.000
N 2.481 1.705 3.549 0.000
N 4.529 2.169 2.873 0.000
H 1.846 0.964 3.809 0.000
H 2.347 2.668 3.822 0.000
H 5.410 1.774 2.577 0.000
H 4.410 2.999 3.436 0.000
O 3.015 -2.933 -0.552 0.001
H 3.471 -3.153 -1.364 0.000
H 2.312 -2.343 -0.824 0.000

=====

# 4
88
Properties=species:S:1:pos:R:3:lowdin_charge:R:1 method="wB97M-V/def2-TZVPD" orbital_gap_ev=9.25 relative_energy_kcal_mol=180.0 e_homo_ha=-0.332
N -1.114 2.090 -2.140 0.182
C -0.673 1.424 -3.185 -0.635
N 0.303 1.938 -3.771 0.193
O -1.272 0.262 -3.693 -0.131
H -1.940 1.678 -1.686 0.071
H -0.675 2.891 -1.567 0.103
H 0.652 1.369 -4.548 0.143
H 0.817 2.720 -3.466 0.113
N 1.788 -1.469 -2.485 0.160
C 2.290 -1.063 -1.321 -0.551
N 2.740 -2.081 -0.706 0.200
O 2.185 0.301 -0.867 -0.151
H 1.360 -0.719 -3.051 0.108
H 1.314 -2.359 -2.464 0.067
H 2.958 -1.966 0.323 0.102
H 2.793 -3.021 -1.014 0.123
C -2.933 3.845 0.215 -0.030
C -2.897 5.339 -0.045 -0.650
C -4.109 5.941 0.587 -0.033
O -1.788 5.912 0.208 0.044
H -3.688 3.381 -0.354 0.076
H -3.130 3.719 1.335 0.115
H -2.023 3.286 -0.016 0.048
H -3.054 5.268 -1.129 0.147
H -4.133 7.024 0.496 0.085
H -4.035 5.613 1.591 0.070
H -5.067 5.596 0.161 0.106
H -2.075 6.774 -0.046 0.123
C -0.660 -3.216 -3.860 -0.022
C -1.079 -3.795 -2.457 -0.575
C -1.329 -5.328 -2.497 -0.020
O -0.159 -3.616 -1.608 -0.039
H -0.443 -2.182 -3.812 0.032
H -1.357 -3.458 -4.637 0.077
H 0.214 -3.676 -4.182 0.051
H -1.972 -3.200 -2.226 0.137
H -0.511 -5.871 -2.949 0.075
H -2.236 -5.471 -3.047 0.067
H -1.355 -5.598 -1.445 0.075
H -0.370 -2.799 -1.137 0.056
C 1.868 -2.741 2.417 -0.014
C 3.380 -2.915 2.598 -0.632
C 3.845 -4.334 2.286 -0.031
O 3.989 -2.098 1.861 -0.024
H 1.426 -3.371 3.176 0.097
H 1.576 -2.935 1.372 0.079
H 1.534 -1.772 2.596 0.026
H 3.675 -2.716 3.612 0.135
H 3.395 -5.068 2.892 0.060
H 5.001 -4.341 2.319 0.112
H 3.715 -4.556 1.221 0.077
H 4.867 -1.882 2.247 0.159
C -0.815 0.453 0.832 0.001
C -0.599 -0.982 0.371 -0.677
C -1.554 -1.928 1.019 -0.016
O -0.592 -1.095 -0.836 0.020
H -0.892 0.423 1.898 0.071
H -1.685 0.932 0.394 0.069
H -0.027 1.181 0.721 0.050
H 0.231 -1.362 0.918 0.091
H -2.592 -1.538 1.048 0.078
H -1.341 -2.051 2.102 0.101
H -1.571 -2.869 0.540 0.072
H -0.082 -0.289 -1.107 0.122
C 1.173 0.651 4.057 -0.002
C 2.596 0.735 3.562 -0.645
C 2.662 1.132 2.126 -0.034
O 3.343 1.526 4.172 0.042
H 0.504 1.422 3.676 0.086
H 1.136 0.751 5.106 0.078
H 0.681 -0.148 3.687 0.022
H 2.978 -0.185 3.676 0.089
H 2.235 0.334 1.602 0.026
H 3.704 1.258 1.794 0.100
H 2.090 2.071 1.877 0.098
H 4.269 1.398 3.974 0.120
C 1.082 3.892 -0.235 -0.124
O 0.107 4.543 -1.062 -0.156
H 1.228 4.350 0.700 0.067
H 1.981 3.991 -0.837 0.088
H 0.986 2.819 -0.042 0.042
H -0.574 5.063 -0.591 0.032
C -3.994 -0.654 -0.991 -0.172
O -3.321 0.202 -1.829 -0.136
H -3.574 -1.609 -1.212 0.072
H -5.061 -0.692 -1.245 0.095
H -3.943 -0.407 -0.018 0.026
H -2.375 -0.073 -1.947 0.046

=====

# 5
96
Properties=species:S:1:pos:R:3:lowdin_spin:R:1 method="wB97M-V/def2-TZVPD" s2=0.7561 orbital_gap_ev="2.70 / 2.71" e_homo_ha="-0.503 / -0.503" total_charge=+2 spin_multiplicity=2
Be 3.439 1.689 0.859 -0.009
C 0.124 0.068 0.143 0.119
O 1.448 -0.036 0.398 0.764
H -0.146 1.062 -0.213 0.003
H -0.199 -0.584 -0.669 0.036
H -0.507 -0.132 1.009 0.058
C 4.023 -2.185 -1.201 0.001
C 5.090 -1.042 -1.153 0.000
O 4.909 -0.360 0.130 -0.002
O 2.720 -1.679 -1.562 0.013
H 3.954 -2.609 -0.199 0.000
H 4.379 -2.959 -1.881 0.001
H 4.991 -0.382 -2.015 0.000
H 6.083 -1.488 -1.094 0.000
H 5.534 -0.678 0.786 0.000
H 2.341 -1.155 -0.853 0.002
C 1.968 -2.501 3.622 0.000
C 3.028 -2.811 2.498 0.000
O 4.239 -2.224 2.769 0.000
O 1.526 -1.114 3.655 0.004
H 2.342 -2.853 4.583 0.000
H 1.124 -3.164 3.429 0.000
H 2.735 -2.315 1.573 0.000
H 3.173 -3.862 2.247 0.000
H 3.989 -1.374 3.140 0.000
H 1.098 -0.914 2.819 0.000
C -1.417 -3.290 0.983 0.001
C -0.025 -3.675 0.309 0.000
O 0.061 -5.107 0.165 0.000
O -2.550 -3.282 0.120 0.000
H -1.393 -2.280 1.393 0.001
H -1.542 -3.899 1.878 0.000
H 0.719 -3.301 1.012 0.000
H 0.173 -3.076 -0.580 0.000
H -0.207 -5.348 -0.724 0.000
H -2.811 -4.172 -0.128 0.000
C -3.114 -0.811 -2.290 0.002
C -3.585 -1.928 -3.240 0.000
O -4.883 -1.567 -3.801 0.001
O -3.789 -0.858 -1.072 0.001
H -3.271 0.128 -2.822 0.000
H -2.039 -0.830 -2.113 0.001
H -3.638 -2.853 -2.666 0.000
H -2.809 -1.934 -4.005 0.000
H -5.529 -1.790 -3.126 0.000
H -3.414 -1.548 -0.519 0.000
C 1.609 -0.580 -4.695 0.000
C 0.679 -1.145 -3.691 0.000
O 0.769 -2.542 -3.632 0.000
O 2.878 -0.585 -4.052 0.000
H 1.339 0.442 -4.961 0.000
H 1.595 -1.073 -5.667 0.000
H -0.314 -0.732 -3.867 0.000
H 0.951 -0.683 -2.742 0.000
H 1.552 -2.819 -3.151 0.000
H 2.647 -0.742 -3.134 0.000
C 0.229 3.761 3.782 0.000
C 0.151 2.609 2.861 0.000
O 1.501 2.077 2.623 0.003
O 0.113 3.420 5.195 0.000
H -0.632 4.421 3.669 0.000
H 1.044 4.415 3.472 0.000
H -0.170 2.960 1.881 0.000
H -0.279 1.758 3.389 0.000
H 1.760 1.578 3.401 0.000
H -0.072 4.266 5.610 0.000
C -3.595 -0.886 2.534 0.000
C -3.898 0.445 1.844 0.001
O -3.825 1.554 2.760 0.000
O -4.679 -1.112 3.414 0.000
H -2.740 -0.979 3.203 0.000
H -3.581 -1.629 1.737 0.000
H -4.847 0.487 1.309 0.000
H -3.124 0.665 1.109 0.000
H -4.104 1.287 3.639 0.000
H -4.587 -0.631 4.240 0.000
C 2.682 2.374 -2.321 0.000
C 2.201 3.666 -1.648 0.000
O 2.052 3.595 -0.216 -0.001
O 3.922 1.968 -1.730 -0.001
H 2.784 2.523 -3.396 0.000
H 1.973 1.548 -2.246 0.000
H 1.257 3.921 -2.130 0.000
H 2.859 4.478 -1.958 0.000
H 1.691 4.451 0.024 0.000
H 4.685 2.057 -2.306 0.000
C -2.606 3.593 0.027 0.000
C -3.911 3.244 -0.622 0.000
O -4.125 4.026 -1.743 0.000
O -2.585 4.957 0.258 0.000
H -1.778 3.364 -0.645 0.000
H -2.399 2.886 0.831 0.000
H -4.701 3.352 0.121 0.000
H -3.868 2.212 -0.970 0.000
H -3.894 3.444 -2.471 0.000
H -2.950 5.355 -0.536 0.000

=====

no.,E (a.u.)
1,-1673.1198
2,-1877.7494
3,-3699.8799
4,-1653.4124
5,-2201.3922